DFT (ωB97M-V with the def2-TZVPD basis set) results for a cluster of 2 separate species, C2I3NO2 in total at a distorted geometry.

The geometry in XYZ format:
```
8
Properties=species:S:1:pos:R:3
C -0.85599 1.92469 0.13347
C -1.54724 0.98487 0.32222
N 1.03897 -1.68748 -0.43840
O 1.04294 -2.82276 -0.11089
O 0.46102 -1.03795 -1.24942
I -0.13648 3.83718 0.07515
I 2.50620 -0.43435 0.66476
I -2.50942 -0.76421 0.60311
```

Computed properties:
* total charge: 0
* spin multiplicity: 3
* energy: -1174.2336 Eh
* max |F|: 3.99 eV Å⁻¹